A | DFT (the ωB97M-V functional and the def2-TZVPD basis) results for 2 unconnected molecules or ions with the total composition H2NO3S.

Properties
charge: -1
HOMO-LUMO gap (alpha / beta): 8.8744 / 5.4855 eV

Last column: Mulliken charge in e.
Atoms and positions in Å:
N (0.024, -2.126, 1.540)  -0.483
O (1.176, 1.101, -1.274)  -0.509
O (-1.164, 1.045, -2.263)  -0.544
O (-0.686, 2.288, -0.177)  -0.540
S (-0.272, 1.179, -1.085)  0.597
H (0.952, -2.359, 1.865)  0.211
H (-0.031, -1.128, 1.394)  0.269



B | DFT (the ωB97M-V functional and the def2-TZVPD basis) results for 2 unconnected molecules or ions with the total composition H2NO3S.

Properties
charge: -1
HOMO-LUMO gap: 7.0395 eV

Last column: Mulliken charge in e.
Atoms and positions in Å:
N (-1.081, -0.947, -0.656)  -0.398
O (-2.447, -0.882, -0.239)  -0.378
O (-2.298, -1.282, -3.020)  -0.593
O (1.236, 0.743, -0.657)  -0.746
S (-2.026, -1.784, -1.621)  0.332
H (0.590, -0.007, -0.680)  0.495
H (0.882, 1.431, -1.147)  0.287



Q: What are the energies relative to the best structure? A: A 0.0; B 17.7, in kcal/mol.



A | DFT (the ωB97M-V functional and the def2-TZVPD basis) results for 2 unconnected molecules or ions with the total composition C5H14N2O.

Properties
charge: +1
multiplicity: 2
HOMO-LUMO gap (alpha / beta): 9.6642 / 5.6851 eV

Last column: Mulliken charge in e.
Atoms and positions in Å:
C (2.340, -2.191, 0.268)  -0.798
C (1.615, -1.214, -0.397)  0.933
O (0.330, -1.121, -0.177)  -0.393
C (2.096, -0.356, -1.513)  -0.898
H (3.394, -2.311, 0.061)  0.311
H (1.842, -2.857, 0.961)  0.330
H (-0.032, -0.241, 0.255)  0.394
H (3.092, -0.650, -1.847)  0.399
H (1.401, -0.405, -2.346)  0.294
H (2.162, 0.682, -1.166)  0.290
C (-1.299, 0.622, 1.947)  -0.949
N (-0.675, 1.153, 0.709)  -0.391
C (-1.696, 1.450, -0.345)  -0.639
N (-2.214, 0.334, -1.093)  -0.560
H (-0.533, 0.585, 2.720)  0.338
H (-2.114, 1.262, 2.287)  0.372
H (-1.672, -0.389, 1.789)  0.334
H (-0.223, 2.027, 0.942)  0.256
H (-1.188, 2.092, -1.069)  0.398
H (-2.508, 2.036, 0.091)  0.419
H (-1.455, -0.139, -1.563)  0.275
H (-2.661, -0.369, -0.514)  0.284



B | DFT (the ωB97M-V functional and the def2-TZVPD basis) results for a molecular structure, C5H14N2O.

Properties
charge: +1
multiplicity: 2
HOMO-LUMO gap (alpha / beta): 8.5031 / 5.7337 eV

Last column: Mulliken charge in e.
Atoms and positions in Å:
N (-1.328, -0.121, -1.987)  -0.604
C (-0.991, -1.130, -1.027)  0.102
C (-2.010, -1.116, 0.114)  -0.881
O (-3.259, -1.467, -0.365)  -0.492
C (0.438, -1.004, -0.406)  -0.591
N (0.595, 0.683, 0.339)  -0.128
C (1.935, 0.865, 0.814)  -0.208
C (2.061, 2.312, 1.279)  -1.273
H (-0.711, -0.013, -2.779)  0.256
H (-1.487, 0.785, -1.568)  0.249
H (-0.964, -2.110, -1.510)  0.485
H (-1.988, -0.109, 0.575)  0.429
H (-1.665, -1.804, 0.898)  0.389
H (-3.843, -1.682, 0.367)  0.347
H (0.837, -1.947, -0.006)  0.450
H (0.252, -0.368, 0.710)  0.167
H (1.060, -0.584, -1.200)  0.429
H (2.623, 0.653, -0.009)  0.367
H (2.164, 0.123, 1.585)  0.413
H (1.374, 2.517, 2.102)  0.353
H (1.830, 2.994, 0.469)  0.357
H (3.075, 2.525, 1.606)  0.383



Q: What are the energies relative to the best structure? A: A 0.0; B 78.5, in kcal/mol.



A | DFT (the ωB97M-V functional and the def2-TZVPD basis) results for a molecular structure, C7H19N3.

Properties
charge: 0
HOMO-LUMO gap: 8.7344 eV

Last column: Mulliken charge in e.
Atoms and positions in Å:
C (-2.475, -0.806, -0.847)  -0.559
C (-1.110, -1.422, 1.202)  -0.412
C (-0.169, -0.410, -0.341)  -1.059
C (1.746, -1.939, -0.357)  -0.913
C (2.236, 0.378, -0.125)  -1.335
C (-0.375, 2.249, -0.796)  -1.377
C (-0.213, 1.609, 1.269)  -0.783
H (-2.057, -0.143, -1.835)  0.254
H (-3.118, -1.672, -1.164)  0.327
H (-2.796, -0.020, 0.228)  0.280
H (-1.057, -0.159, 1.712)  -0.165
H (-2.134, -2.017, 1.435)  0.321
H (-0.147, -2.074, 1.787)  0.278
H (-0.085, -0.424, -1.510)  0.742
H (2.833, -1.715, 0.248)  0.279
H (1.164, -2.682, 0.089)  0.300
H (1.645, -1.929, -1.537)  0.274
H (3.164, 0.099, 0.288)  0.554
H (2.582, 0.576, -1.310)  0.277
H (2.400, 1.289, 0.357)  0.403
H (-1.419, 2.854, -0.719)  0.342
H (0.551, 2.709, -0.577)  0.554
H (-0.194, 1.871, -2.012)  0.252
H (-1.392, 1.250, 2.125)  0.344
H (1.031, 0.637, 1.522)  0.372
H (-0.029, 3.214, 1.050)  0.257
N (-1.099, -1.566, -0.244)  -0.243
N (1.228, -0.717, 0.055)  0.234
N (-0.711, 0.959, 0.007)  0.201



B | DFT (the ωB97M-V functional and the def2-TZVPD basis) results for C7H19N3 in the gas phase.

Properties
charge: 0
SMILES string: CC[C@](C)(CN(C)C)NN
HOMO-LUMO gap: 8.7226 eV

Last column: Mulliken charge in e.
Atoms and positions in Å:
C (-1.492, -0.667, -0.082)  -0.536
C (-0.329, 2.293, 0.128)  -1.156
C (0.025, 1.438, 2.343)  -1.138
C (-1.613, -1.633, 1.074)  -1.111
N (-0.158, 1.097, 0.944)  0.254
H (-2.114, 0.214, 0.073)  0.370
H (-1.917, -1.068, -1.001)  0.506
H (-1.228, 2.813, 0.454)  0.351
H (0.542, 2.962, 0.201)  0.327
H (-0.450, 1.992, -0.913)  0.356
H (-0.826, 2.032, 2.687)  0.318
H (0.935, 2.036, 2.507)  0.347
H (0.109, 0.530, 2.940)  0.354
H (-1.221, -2.614, 0.806)  0.259
H (-2.661, -1.759, 1.358)  0.372
H (-1.059, -1.276, 1.939)  0.207
C (0.989, -1.996, -0.818)  -2.068
N (0.250, 0.088, -1.941)  -0.166
C (0.271, -0.657, -0.687)  1.355
N (1.559, 0.362, -2.476)  -0.604
C (0.874, 0.188, 0.424)  -1.632
H (-0.328, -0.417, -2.614)  0.303
H (1.917, -0.408, -3.040)  0.201
H (1.485, 1.191, -3.060)  0.230
H (0.952, -2.561, 0.113)  0.484
H (0.517, -2.600, -1.598)  0.371
H (2.048, -1.869, -1.062)  0.484
H (1.741, 0.757, 0.060)  0.453
H (1.181, -0.467, 1.239)  0.508



Q: What are the energies relative to the best structure? A: A 316.0; B 0.0, in kcal/mol.



A | DFT (the ωB97M-V functional and the def2-TZVPD basis) results for H4O3SSi in the gas phase.

Properties
charge: 0
SMILES string: O[Si](O)(O)S
HOMO-LUMO gap: 10.1236 eV

Last column: Mulliken charge in e.
Atoms and positions in Å:
O (0.405, -1.106, -1.191)  -0.434
O (-1.432, -0.573, 0.725)  -0.449
O (-0.098, 1.629, -0.672)  -0.611
Si (-0.027, -0.172, 0.053)  0.762
S (1.423, -0.036, 1.596)  -0.328
H (1.023, -1.826, -1.084)  0.318
H (-2.242, -0.654, 0.224)  0.322
H (-0.115, 1.561, -1.621)  0.273
H (1.061, 1.178, 1.970)  0.148



B | DFT (the ωB97M-V functional and the def2-TZVPD basis) results for 2 unconnected molecules or ions with the total composition H4O3SSi.

Properties
charge: 0
SMILES string: O=[Si](O)O.S
HOMO-LUMO gap: 8.6593 eV

Last column: Mulliken charge in e.
Atoms and positions in Å:
O (-0.004, 0.828, 0.111)  -0.458
O (1.242, -1.660, 0.654)  -0.437
O (2.676, 0.363, -0.342)  -0.514
Si (1.178, -0.127, 0.113)  0.711
S (-3.114, 0.093, 0.328)  -0.300
H (-2.420, 1.163, -0.090)  0.168
H (1.907, -2.249, 0.390)  0.340
H (2.922, 1.015, -1.012)  0.357
H (-4.386, 0.574, -0.152)  0.133



C | DFT (the ωB97M-V functional and the def2-TZVPD basis) results for 2 unconnected molecules or ions with the total composition H4O3SSi.

Properties
charge: 0
SMILES string: O[Si](O)=S.O
HOMO-LUMO gap: 9.1028 eV

Last column: Mulliken charge in e.
Atoms and positions in Å:
O (0.769, 0.457, -0.656)  -0.371
O (-0.837, -1.154, -1.888)  -0.476
O (-0.206, 1.857, 2.228)  -0.577
Si (0.632, -1.038, -1.207)  0.554
S (1.890, -2.525, -0.897)  -0.428
H (-0.179, 0.796, -0.691)  0.355
H (-0.960, -2.069, -2.314)  0.356
H (-0.761, 1.198, 2.493)  0.289
H (-0.348, 2.479, 2.932)  0.297



Q: What are the energies relative to the best structure? A: A 0.0; B 38.4; C 33.3, in kcal/mol.